[1]
DFT (ωB97M-V/def2-TZVPD) results for a structure of composition C21H13AsAuOS4.

Geometry as XYZ:
```
41
C21H13AsAuOS4 | OMol25 | ωB97M-V/def2-TZVPD
Au 0.5765 -3.7832 -0.7037
O -1.7755 -4.1873 5.4883
C -1.3584 -4.1480 4.3534
S 0.2531 -4.6713 3.8717
C 0.1283 -4.3119 2.1478
C -1.0546 -3.7979 1.7328
S -1.5896 -3.2879 0.1354
S -2.2805 -3.5552 2.9787
S 1.6114 -4.6619 1.2623
C -0.4433 0.2033 3.4697
C 0.4000 -0.8458 3.1424
C 0.8003 -1.0314 1.8242
C 0.3547 -0.1682 0.8332
C -0.4863 0.8904 1.1651
C -0.8836 1.0757 2.4793
As 0.9326 -0.4929 -1.0026
C -0.5856 0.2190 -1.9815
C -1.7852 -0.4305 -2.2327
C -2.7569 0.1980 -3.0007
C -2.5210 1.4635 -3.5274
C -1.3199 2.1115 -3.2864
C -0.3453 1.4952 -2.5074
C 0.9671 2.0709 -2.1446
C 1.4392 3.3280 -2.5095
C 2.6813 3.7552 -2.0655
C 3.4616 2.9327 -1.2594
C 3.0014 1.6718 -0.9040
C 1.7577 1.2418 -1.3407
H -0.7727 0.3330 4.4931
H 0.7265 -1.5452 3.9026
H 1.4315 -1.8768 1.5726
H -0.8431 1.5634 0.3931
H -1.5480 1.8931 2.7326
H -1.9689 -1.4140 -1.8196
H -3.6990 -0.3006 -3.1899
H -3.2813 1.9473 -4.1284
H -1.1473 3.0973 -3.7020
H 0.8392 3.9791 -3.1341
H 3.0448 4.7363 -2.3449
H 4.4281 3.2762 -0.9124
H 3.6110 1.0274 -0.2809
```

Values from the calculation:
total charge	-1
E	-4847.6156	Ha
relative energy (zero: lowest compared OMol25 entry of this formula, charge and spin)	78.8	kJ/mol
LUMO energy	2.54	eV
Kohn-Sham gap	0.237	Ha

[2]
DFT (ωB97M-V/def2-TZVPD) results for a structure of composition C21H14BCl3F4IrN5O5S in a non-equilibrium geometry.

Geometry as XYZ:
```
55
C21H14BCl3F4IrN5O5S | OMol25 | ωB97M-V/def2-TZVPD
Ir -0.1858 0.3889 -0.1488
C 1.1407 -2.4129 2.7748
C 0.0132 -1.9131 1.9307
O -0.1330 -0.6799 1.7767
N -0.7669 -2.8120 1.3420
C -1.8352 -2.3740 0.4733
C -1.3943 -2.3225 -0.9621
C -1.7735 -3.3426 -1.8175
C -1.3763 -3.3297 -3.1392
C -0.5779 -2.2907 -3.5686
C -0.2153 -1.3171 -2.6649
N -0.6254 -1.3046 -1.3890
H 1.3791 -1.6745 3.5369
H 2.0048 -2.5258 2.1137
H 0.9200 -3.3774 3.2271
H -0.3631 -3.7293 1.2037
H -2.1656 -1.4006 0.8120
H -2.6895 -3.0407 0.5660
H -2.3924 -4.1389 -1.4284
H -1.6711 -4.1232 -3.8125
H -0.2021 -2.2362 -4.5794
H 0.4536 -0.5314 -2.9716
O 1.0284 3.3141 2.0392
C 0.4713 2.9848 1.0205
O -0.4003 1.9910 0.9697
C 0.6109 3.7958 -0.2329
C 0.8322 5.1619 -0.0530
C 0.9477 6.0201 -1.1275
C 0.8641 5.5087 -2.4208
C 0.6601 4.1613 -2.6172
C 0.5214 3.2841 -1.5298
S 0.3220 1.6131 -2.0013
H 0.9109 5.5232 0.9633
H 1.1065 7.0779 -0.9653
H 0.9597 6.1641 -3.2770
H 0.6017 3.7611 -3.6221
N 1.6677 0.3828 0.3652
C 2.6618 0.3187 0.9553
C 3.8356 0.2434 1.6569
C 5.0870 0.2234 0.9884
N 6.1149 0.2131 0.4671
C 3.7758 0.1380 3.0714
N 3.7427 0.0433 4.2203
Cl -3.6447 0.8099 -3.3783
C -4.1322 1.3428 -1.7447
Cl -5.8701 1.1137 -1.5544
Cl -3.7364 3.0517 -1.5408
C -3.3234 0.4350 -0.7461
O -3.8794 -0.5115 -0.2365
O -2.1225 0.8474 -0.6790
F 1.7118 -3.8249 -2.2950
B 2.0566 -3.5152 -0.9717
F 1.1434 -4.1992 -0.0973
F 3.3508 -3.9113 -0.6738
F 1.9051 -2.1208 -0.7610
```

Values from the calculation:
total charge	-1
2S+1	2
E	-3766.4223	Ha
relative energy (zero: lowest compared OMol25 entry of this formula, charge and spin)	83.9	kJ/mol
LUMO energy (alpha / beta)	1.94 / -1.26	eV
Kohn-Sham gap (alpha / beta)	0.273 / 0.153	Ha

[3]
DFT (ωB97M-V/def2-TZVPD) results for a structure of composition C21H14CeIN8O5S in a non-equilibrium geometry.

Geometry as XYZ:
```
51
C21H14CeIN8O5S | OMol25 | ωB97M-V/def2-TZVPD
Ce -7.8658 -1.2894 14.6007
O -8.4310 2.0354 19.9860
C -8.6635 1.4120 18.9480
C -8.8462 -0.1635 18.7994
O -9.1008 -1.0282 19.6107
C -8.6469 -0.3826 17.4160
C -8.5637 0.8282 16.7324
O -8.5483 0.7884 15.4323
C -8.6520 1.9684 17.5264
O -8.7858 3.1760 17.1851
O -8.4835 -1.5219 16.8173
N -6.0431 2.0126 11.9161
C -6.1532 1.4419 13.0868
N -6.9296 0.3547 13.0387
C -7.2537 0.3212 11.6818
N -6.7899 1.3040 10.9572
C -8.1925 -0.6672 11.1651
C -8.6178 -0.5715 9.8164
N -9.2519 -1.6433 9.3464
C -9.5027 -2.7585 10.0840
C -9.0667 -2.7760 11.3777
N -8.6992 -1.6237 11.9561
H -5.6031 2.9187 11.6566
H -5.7388 1.8374 13.9817
H -8.5091 0.3100 9.1848
H -9.9578 -3.5362 9.4706
H -9.1080 -3.6224 12.0171
I -13.6437 -1.8607 15.4193
C -11.8160 -2.7308 15.3355
C -11.5525 -3.6789 16.3881
C -10.4268 -4.4772 16.2210
C -9.4439 -4.2215 15.2615
N -9.6375 -3.1816 14.3479
C -10.8058 -2.5541 14.3378
H -12.2256 -3.7223 17.2062
H -10.3819 -5.3369 16.9050
H -8.5088 -4.7962 15.1332
H -11.1350 -1.9174 13.5314
C -2.2529 -3.1602 17.1434
C -3.4444 -2.4186 16.5645
C -4.0315 -1.3240 17.1979
C -5.0725 -0.7136 16.5538
N -5.5761 -1.2720 15.4237
C -5.0246 -2.3704 14.8972
S -5.9062 -3.0543 13.5389
N -3.8838 -2.9083 15.3889
H -1.8243 -3.7244 16.3448
H -2.5625 -3.7851 18.0349
H -1.5670 -2.3950 17.3869
H -3.6466 -0.9263 18.1628
H -5.5243 0.1951 16.9582
```

Values from the calculation:
total charge	+1
E	-2793.6955	Ha
relative energy (zero: lowest compared OMol25 entry of this formula, charge and spin)	37.1	kJ/mol
LUMO energy (alpha / beta)	-5.43 / -5.54	eV
Kohn-Sham gap (alpha / beta)	0.208 / 0.203	Ha

[4]
DFT (ωB97M-V/def2-TZVPD) results for a structure of composition C21H14Cl2N3PdS in a non-equilibrium geometry.

Geometry as XYZ:
```
42
C21H14Cl2N3PdS | OMol25 | ωB97M-V/def2-TZVPD
Pd -0.0566 0.1538 -0.0001
C -3.0282 -3.4849 -0.0014
C -4.2441 -2.8339 -0.0006
C -4.2465 -1.4485 0.0000
C -3.0510 -0.7508 0.0000
N -1.8562 -1.3866 -0.0006
C -1.8723 -2.7245 -0.0014
C -3.0366 0.7278 0.0004
C -4.1933 1.4949 0.0008
C -4.0952 2.8737 0.0009
C -2.8455 3.4703 0.0006
C -1.7230 2.6618 0.0002
N -1.8401 1.3277 0.0002
C -0.3414 3.1845 0.0000
C -0.0777 4.5426 0.0000
C 1.2308 4.9970 -0.0001
C 2.2491 4.0638 -0.0002
C 1.9120 2.7241 -0.0002
N 0.6549 2.2695 -0.0001
H -2.9582 -4.5631 -0.0021
H -5.1756 -3.3838 -0.0006
H -5.1905 -0.9276 0.0005
H -0.9260 -3.2365 -0.0021
H -5.1671 1.0327 0.0010
H -4.9894 3.4823 0.0011
H -2.7627 4.5455 0.0006
H -0.8870 5.2558 0.0001
H 1.4438 6.0576 -0.0001
H 3.2905 4.3519 -0.0002
H 2.7073 2.0056 -0.0002
Cl 3.5514 -0.1107 -0.0018
C 3.9543 -1.7292 -0.0007
C 5.3452 -2.0797 -0.0013
C 5.7316 -3.4002 -0.0004
C 4.7594 -4.3889 0.0012
C 3.3597 -4.0554 0.0018
Cl 2.2934 -5.3250 0.0037
C 2.9203 -2.6933 0.0008
S 1.2700 -2.3135 0.0015
H 6.0783 -1.2819 -0.0025
H 6.7805 -3.6668 -0.0008
H 5.0316 -5.4381 0.0020
```

Values from the calculation:
total charge	+3
2S+1	5
E	-2418.2690	Ha
LUMO energy (alpha / beta)	-9.66 / -13.24	eV
Kohn-Sham gap (alpha / beta)	0.280 / 0.148	Ha

[5]
DFT (ωB97M-V/def2-TZVPD) results for a cluster of 2 separate species, C21H14F2N2O2 in total in a non-equilibrium geometry.

Geometry as XYZ:
```
41
C21H14F2N2O2 | OMol25 | ωB97M-V/def2-TZVPD
C 1.5890 1.4213 1.1503
N 2.0887 0.3822 1.8759
O 1.4821 -0.0600 2.9035
O 3.2030 -0.1533 1.5464
C 2.4155 2.0416 0.1606
C 3.5859 1.4157 -0.3505
C 4.3044 1.9587 -1.4159
C 3.9197 3.1867 -1.9705
C 4.5456 3.7388 -3.1289
N 4.9880 4.2280 -4.0989
C 2.8585 3.8933 -1.3813
C 2.1511 3.3535 -0.3253
H 0.6069 1.8213 1.4292
H 3.9547 0.5160 0.1161
H 5.1749 1.4189 -1.7920
H 2.6150 4.8804 -1.7622
H 1.3885 3.9308 0.1957
F -3.2562 -2.7767 -3.4973
C -2.7755 -1.6716 -2.8289
C -2.7571 -0.4575 -3.5134
C -2.3477 0.6763 -2.7899
C -1.9790 0.5783 -1.4543
C -1.9492 -0.6749 -0.7567
C -1.5196 -0.7141 0.6038
C -1.7386 -1.7035 1.6069
C -1.3329 -1.4269 2.9539
C -1.5332 -2.3250 3.9923
C -2.0268 -3.6189 3.7430
C -2.4130 -3.9007 2.4327
F -2.8616 -5.1752 2.1605
C -2.3853 -2.9673 1.4058
C -2.3716 -1.8161 -1.5058
H -3.0577 -0.3960 -4.5620
H -2.3460 1.6463 -3.2927
H -1.7216 1.4756 -0.8932
H -0.9890 0.1756 0.9538
H -0.8492 -0.4715 3.1444
H -1.3110 -2.0313 5.0192
H -2.1192 -4.3644 4.5326
H -2.8624 -3.2272 0.4656
H -2.3681 -2.8072 -1.0725
```

Values from the calculation:
E	-1268.1189	Ha
relative energy (zero: lowest compared OMol25 entry of this formula, charge and spin)	143.3	kJ/mol
LUMO energy	-3.83	eV
Kohn-Sham gap	0.110	Ha

[6]
DFT (ωB97M-V/def2-TZVPD) results for a structure of composition C21H14F6NO5PS2Tc.

Geometry as XYZ:
```
51
C21H14F6NO5PS2Tc | OMol25 | ωB97M-V/def2-TZVPD
Tc -0.2494 1.2645 1.2099
F 2.3457 1.3656 3.3382
C 3.3584 1.8404 2.6198
F 3.5593 3.1083 2.8932
F 4.4350 1.1309 2.8334
S 2.9192 1.6632 0.7839
O 1.7163 0.7579 0.7768
O 4.0410 1.1517 0.1053
N 2.4680 3.1103 0.2817
S 0.9988 3.4725 0.5692
O 0.5807 3.1878 1.9622
O -0.0103 2.6735 -0.2390
C 0.9211 5.3405 0.2717
F -0.2825 5.7107 0.6292
F 1.8394 5.8510 1.0432
F 1.1487 5.5724 -0.9943
O -2.0745 1.8998 1.7927
C -2.1732 0.8733 1.1310
C -3.0613 -0.1002 0.6264
C -4.4498 -0.1546 0.7936
C -5.1067 -1.2442 0.2556
C -4.3971 -2.2454 -0.4085
C -3.0134 -2.1883 -0.5729
C -2.3430 -1.0983 -0.0563
P -0.5647 -0.7271 -0.1240
C 0.3609 -2.0501 0.6262
C 0.4019 -2.0839 2.0227
C 1.0834 -3.0979 2.6700
C 1.7211 -4.0815 1.9206
C 1.6759 -4.0545 0.5336
C 0.9960 -3.0395 -0.1227
C -0.1170 -0.4039 -1.8186
C -1.1029 -0.0675 -2.7487
C -0.7357 0.2885 -4.0360
C 0.6059 0.3130 -4.3953
C 1.5874 -0.0151 -3.4683
C 1.2337 -0.3705 -2.1779
H -4.9789 0.6231 1.3278
H -6.1798 -1.3306 0.3552
H -4.9395 -3.0939 -0.8057
H -2.4895 -2.9815 -1.0897
H -0.1106 -1.3284 2.6186
H 1.1169 -3.1281 3.7503
H 2.2555 -4.8753 2.4247
H 2.1727 -4.8252 -0.0394
H 0.9636 -3.0204 -1.2042
H -2.1528 -0.0895 -2.4855
H -1.4993 0.5406 -4.7587
H 0.8881 0.5832 -5.4040
H 2.6309 0.0003 -3.7518
H 2.0065 -0.6277 -1.4650
```

Values from the calculation:
total charge	+2
2S+1	2
E	-3056.6695	Ha
LUMO energy (alpha / beta)	-8.31 / -8.21	eV
Kohn-Sham gap (alpha / beta)	0.258 / 0.261	Ha

[7]
DFT (ωB97M-V/def2-TZVPD) results for a cluster of 2 separate species, C21H14F6S in total in a non-equilibrium geometry.

Geometry as XYZ:
```
42
C21H14F6S | OMol25 | ωB97M-V/def2-TZVPD
C 1.3806 0.1475 1.6895
C 0.0746 -0.4156 1.7162
C -1.0269 0.4710 1.7243
C -2.3206 0.0102 1.7412
C -2.5800 -1.3479 1.7496
C -1.5284 -2.2431 1.7533
C -0.2324 -1.7937 1.7451
C 2.6867 -0.4162 1.7153
C 3.7877 0.4700 1.7612
C 5.0813 0.0093 1.7913
C 5.3415 -1.3486 1.7788
C 4.2909 -2.2436 1.7314
C 2.9950 -1.7943 1.6989
H 1.3809 1.2253 1.6473
H -0.8400 1.5311 1.7399
H -3.1403 0.7085 1.7603
H -3.5945 -1.7099 1.7578
H -1.7234 -3.3028 1.7742
H 0.5411 -2.5280 1.7853
H 3.6001 1.5298 1.7878
H 5.9003 0.7079 1.8282
H 6.3561 -1.7102 1.7999
H 4.4870 -3.3033 1.7227
H 2.2230 -2.5295 1.6473
F -3.7003 -1.8140 -1.8208
C -3.7987 -0.6847 -2.5410
F -3.9315 -0.9824 -3.8442
F -4.8497 0.0411 -2.1258
C -2.5352 0.1183 -2.3601
C -2.5781 1.4990 -2.3929
C -1.4125 2.2299 -2.2641
C -1.4494 3.7361 -2.3320
F -0.4933 4.2277 -1.5271
F -1.2185 4.1123 -3.6006
F -2.6578 4.1696 -1.9369
C -0.2067 1.5855 -2.1204
C -0.1408 0.1896 -2.0966
S 1.3171 -0.5927 -1.9448
C -1.3323 -0.5311 -2.2149
H -3.5226 2.0065 -2.5067
H 0.6907 2.1728 -2.0255
H -1.3202 -1.6074 -2.1924
```

Values from the calculation:
E	-1805.9686	Ha
relative energy (zero: lowest compared OMol25 entry of this formula, charge and spin)	123.4	kJ/mol
LUMO energy	-2.88	eV
Kohn-Sham gap	0.133	Ha

[8]
DFT (ωB97M-V/def2-TZVPD) results for a structure of composition C21H14FeN3O3.

Geometry as XYZ:
```
42
C21H14FeN3O3 | OMol25 | ωB97M-V/def2-TZVPD
Fe 0.6223 1.1971 1.0989
O 4.0760 -0.5140 -1.3189
C 3.2808 -0.8585 -2.3698
C 3.8255 -1.5960 -3.4224
C 3.0569 -1.9692 -4.5081
C 1.7185 -1.6055 -4.5565
C 1.1807 -0.8746 -3.5124
C 1.9326 -0.4820 -2.4040
C 1.2570 0.2878 -1.3073
O 1.9211 0.6263 -0.2726
N -0.0149 0.5712 -1.5095
N -0.4921 1.2435 -0.3982
C -1.6219 1.8439 -0.4769
C -2.2055 2.6066 0.6140
C -3.5414 3.0097 0.4769
C -4.1842 3.7702 1.4291
C -3.4656 4.1653 2.5623
C -2.1482 3.8006 2.7186
C -1.4717 3.0035 1.7661
O -0.2192 2.6958 1.9653
H 4.9503 -0.8842 -1.4781
H 4.8731 -1.8779 -3.3737
H 3.5040 -2.5445 -5.3095
H 1.0991 -1.8930 -5.3959
H 0.1400 -0.5835 -3.5209
H -2.1595 1.7845 -1.4220
H -4.0762 2.6998 -0.4154
H -5.2200 4.0557 1.3002
H -3.9473 4.7648 3.3265
H -1.5814 4.1054 3.5897
N -0.7377 -5.7779 3.0756
C -0.5191 -4.6882 2.7723
C -0.2473 -3.3284 2.3968
C -1.2581 -2.3671 2.4500
C -0.9788 -1.0606 2.0890
C 0.2929 -0.6433 1.6566
C 1.2809 -1.6442 1.6124
C 1.0291 -2.9579 1.9741
H -2.2510 -2.6569 2.7732
H -1.7833 -0.3316 2.1385
H 2.2738 -1.3846 1.2601
H 1.8098 -3.7083 1.9258
```

Values from the calculation:
total charge	-1
E	-2462.3853	Ha
relative energy (zero: lowest compared OMol25 entry of this formula, charge and spin)	98.8	kJ/mol
LUMO energy (alpha / beta)	2.65 / 2.65	eV
Kohn-Sham gap (alpha / beta)	0.257 / 0.264	Ha

[9]
DFT (ωB97M-V/def2-TZVPD) results for a structure of composition C21H15BrCaN6O3S4.

Geometry as XYZ:
```
51
C21H15BrCaN6O3S4 | OMol25 | ωB97M-V/def2-TZVPD
Ca -1.5732 1.6374 1.4947
S 0.2254 -0.2163 2.7805
C -0.9915 -1.3074 3.3995
C -0.5661 -2.6758 3.5432
N -0.1773 -3.7598 3.6236
C -2.2722 -0.9774 3.7454
S -2.9931 0.6073 3.6772
C -3.1205 -2.0202 4.2701
N -3.8203 -2.8307 4.6981
C 0.0434 -5.9385 -1.0922
C -0.3910 -4.4964 -1.1267
C -0.0878 -3.6387 -0.0736
C -0.4796 -2.3093 -0.1021
C -1.1983 -1.8369 -1.1906
C -1.5103 -2.6727 -2.2519
C -1.1000 -3.9972 -2.2163
S -1.7825 -0.1580 -1.1578
O -2.6264 -0.0764 0.0310
O -2.4404 0.0640 -2.4280
N -0.5505 0.7756 -0.8538
C 0.4286 0.9857 -1.7939
C 0.4786 0.3530 -3.0640
C 1.5420 0.5935 -3.8993
C 2.5575 1.4634 -3.5042
C 2.4216 2.0466 -2.2603
N 1.4101 1.8234 -1.4281
H 0.3274 -6.2331 -0.0823
H 0.9040 -6.1054 -1.7456
H -0.7577 -6.5998 -1.4281
H 0.4357 -4.0115 0.7993
H -0.2346 -1.6454 0.7224
H -2.0818 -2.2774 -3.0817
H -1.3485 -4.6587 -3.0404
H -0.3242 -0.2974 -3.3731
H 1.5833 0.1056 -4.8672
H 3.4104 1.6779 -4.1344
H 3.1753 2.7435 -1.8972
O -2.7413 3.4507 0.0428
S -2.6215 4.5605 1.0521
N -2.0027 4.2246 2.3382
Br 4.2100 5.8617 1.3463
C 2.7400 4.6563 1.4097
C 1.7654 4.7184 0.4326
C 0.7224 3.8119 0.5202
N 0.6113 2.9165 1.4995
C 1.5549 2.8836 2.4303
C 2.6562 3.7337 2.4293
H 1.8101 5.4358 -0.3736
H -0.0588 3.8073 -0.2287
H 1.4314 2.1352 3.2059
H 3.4067 3.6669 3.2029
```

Values from the calculation:
total charge	-2
E	-6208.0995	Ha
relative energy (zero: lowest compared OMol25 entry of this formula, charge and spin)	24.2	kJ/mol
LUMO energy	3.56	eV
Kohn-Sham gap	0.184	Ha

[10]
DFT (ωB97M-V/def2-TZVPD) results for the ion C21H15BrF2N with charge +1 in a non-equilibrium geometry.

Geometry as XYZ:
```
40
C21H15BrF2N | OMol25 | ωB97M-V/def2-TZVPD
F -5.7485 1.3442 -2.0003
C -4.4419 0.9420 -1.8984
C -4.1592 -0.4093 -1.7995
C -2.8307 -0.8105 -1.6316
C -1.8062 0.1559 -1.4603
C -0.4760 -0.2582 -0.8355
C 0.8230 0.1397 -1.5223
C 1.8598 -0.8246 -1.6275
C 3.1828 -0.4249 -1.8163
C 3.4528 0.9248 -1.9774
F 4.7600 1.3406 -2.0028
C 2.4511 1.8945 -1.9648
C 1.1236 1.4885 -1.8456
C -0.5099 0.1892 1.0050
C -1.6085 -0.3322 1.7926
N -1.1720 -1.1544 2.7720
C 0.2416 -1.1120 2.8169
C 0.9705 -1.7481 3.7828
C 2.3676 -1.6025 3.7113
C 2.8727 -0.8009 2.6781
Br 4.8157 -0.6835 2.6082
C 2.0763 -0.0988 1.7533
C 0.6931 -0.2618 1.7882
C -2.1278 1.5234 -1.6057
C -3.4514 1.9204 -1.8009
H -4.9527 -1.1375 -1.9020
H -2.6014 -1.8688 -1.5886
H -0.4739 -1.3546 -0.6685
H 1.6390 -1.8819 -1.5132
H 3.9873 -1.1480 -1.8522
H 2.6954 2.9517 -2.0742
H 0.3412 2.2274 -1.9258
H -0.6029 1.4120 0.8294
H -2.6963 -0.2487 1.6597
H -1.6824 -1.6696 3.4909
H 0.4761 -2.3569 4.5359
H 3.0111 -2.1246 4.4171
H 2.5627 0.6025 1.0556
H -1.3656 2.2791 -1.4791
H -3.6959 2.9763 -1.9047
```

Values from the calculation:
total charge	+1
E	-3637.4455	Ha
relative energy (zero: lowest compared OMol25 entry of this formula, charge and spin)	44.5	kJ/mol
LUMO energy	-5.01	eV
Kohn-Sham gap	0.260	Ha